Entry from the OMol25 dataset: a structure of composition C4HEuLiO5 (ωB97M-V/def2-TZVPD).

Calculated values
**2S+1**: 8
**ΔE to the lowest compared entry with this formula, charge and spin**: 0.0 kJ/mol
**Gap between HOMO and LUMO (alpha / beta)**: 0.2645 / 0.2646 Eh
**HOMO energy (alpha / beta)**: -17.033 / -17.035 eV
**LUMO energy (alpha / beta)**: -9.835 / -9.834 eV
**Total energy**: -1246.4298 Eh
**Charge**: +2

Element x y z (Å)
1 O -1.83 -1.78 0.01
2 O -0.23 -0.31 -0.67
3 O 0.28 -2.17 0.39
4 C -0.55 1.94 -0.94
5 C -1.17 0.68 -1.09
6 C -0.63 -1.47 -0.15
7 H -1.09 2.80 -1.37
8 Eu -1.38 -3.99 1.11
9 O 2.25 0.55 1.40
10 C 2.10 1.21 2.32
11 O 0.61 2.15 -0.44
12 Li 1.63 0.39 -0.57